Entry 1:
C37H63AsLiN2O2 | ωB97M-V/def2-TZVPD

Geometry (Å):
Li (0.96, 1.00, -1.75)
C (2.15, 1.59, -4.30)
N (2.29, 2.27, -3.03)
C (1.92, 3.67, -3.13)
C (3.63, 2.12, -2.48)
C (3.83, 0.75, -1.84)
N (2.76, 0.43, -0.90)
C (2.71, -1.01, -0.62)
C (1.36, -1.64, -0.38)
C (1.20, -2.47, 0.71)
C (0.09, -3.30, 0.87)
C (-0.83, -3.30, -0.18)
C (-0.73, -2.47, -1.30)
C (0.35, -1.54, -1.38)
O (0.45, -0.66, -2.33)
C (-1.73, -2.57, -2.45)
C (-0.96, -2.79, -3.77)
C (-2.72, -3.72, -2.30)
C (-2.53, -1.27, -2.55)
C (-0.05, -4.18, 2.11)
C (1.12, -5.17, 2.17)
C (-1.35, -4.97, 2.12)
C (-0.02, -3.29, 3.36)
C (2.88, 1.25, 0.31)
C (1.76, 1.16, 1.30)
C (2.04, 0.87, 2.63)
C (1.07, 0.95, 3.62)
C (-0.21, 1.32, 3.20)
C (-0.55, 1.60, 1.89)
C (0.46, 1.55, 0.88)
O (0.23, 1.86, -0.35)
C (-1.98, 1.97, 1.49)
C (-2.49, 0.91, 0.50)
C (-2.94, 2.01, 2.68)
C (-2.00, 3.35, 0.82)
C (1.36, 0.74, 5.11)
C (1.18, 2.07, 5.85)
C (2.79, 0.25, 5.35)
C (0.39, -0.29, 5.70)
H (2.82, 2.02, -5.07)
H (1.12, 1.67, -4.65)
H (2.37, 0.53, -4.19)
H (2.58, 4.23, -3.82)
H (1.97, 4.13, -2.14)
H (0.90, 3.75, -3.48)
H (3.79, 2.90, -1.74)
H (4.40, 2.26, -3.26)
H (4.82, 0.72, -1.35)
H (3.83, -0.02, -2.61)
H (3.37, -1.25, 0.24)
H (3.13, -1.51, -1.49)
H (1.98, -2.47, 1.47)
H (-1.67, -3.97, -0.12)
H (-0.44, -3.75, -3.74)
H (-0.24, -2.00, -3.92)
H (-1.66, -2.81, -4.61)
H (-2.21, -4.69, -2.22)
H (-3.37, -3.76, -3.18)
H (-3.36, -3.60, -1.43)
H (-1.85, -0.43, -2.62)
H (-3.14, -1.14, -1.65)
H (-3.20, -1.29, -3.42)
H (1.12, -5.81, 1.29)
H (1.05, -5.80, 3.06)
H (2.08, -4.65, 2.21)
H (-1.41, -5.67, 1.27)
H (-2.22, -4.31, 2.07)
H (-1.41, -5.56, 3.04)
H (0.91, -2.74, 3.43)
H (-0.12, -3.90, 4.27)
H (-0.83, -2.57, 3.33)
H (2.94, 2.29, -0.02)
H (3.83, 1.00, 0.82)
H (3.06, 0.59, 2.87)
H (-0.98, 1.39, 3.96)
H (-2.47, -0.08, 0.97)
H (-1.86, 0.88, -0.38)
H (-3.52, 1.14, 0.20)
H (-3.02, 1.04, 3.17)
H (-3.94, 2.28, 2.32)
H (-2.64, 2.75, 3.42)
H (-1.34, 3.36, -0.05)
H (-1.67, 4.12, 1.52)
H (-3.02, 3.59, 0.50)
H (1.86, 2.82, 5.46)
H (1.37, 1.94, 6.92)
H (0.16, 2.45, 5.73)
H (3.52, 0.97, 5.00)
H (2.97, -0.70, 4.85)
H (2.94, 0.11, 6.43)
H (-0.64, 0.02, 5.58)
H (0.59, -0.43, 6.77)
H (0.51, -1.26, 5.20)
C (-2.08, 1.14, -5.12)
As (-1.62, 2.18, -3.51)
C (-1.69, 3.93, -4.43)
C (-3.44, 2.31, -2.78)
H (-3.03, 1.46, -5.53)
H (-2.12, 0.08, -4.87)
H (-1.30, 1.28, -5.86)
H (-2.63, 4.03, -4.98)
H (-0.86, 4.01, -5.13)
H (-1.61, 4.73, -3.70)
H (-4.13, 2.63, -3.56)
H (-3.44, 3.02, -1.96)
H (-3.75, 1.34, -2.39)

Computed properties:
Net charge: -1
Relative energy (zero: lowest compared OMol25 entry of this formula, charge and spin): 14.5 kJ/mol
Total energy: -107515.4663 eV

---

Entry 2:
C37H68BCl16FNO3S | ωB97M-V/def2-TZVPD

Geometry (Å):
C (-0.44, 0.87, 0.31)
C (-1.92, 0.29, -0.12)
C (-2.00, -0.30, -1.65)
C (-1.95, -1.97, -1.72)
N (-1.23, -2.33, -2.99)
B (0.16, -2.90, -2.75)
C (1.21, -2.04, -1.82)
C (2.39, -1.26, -2.65)
C (1.89, -0.47, -4.00)
O (3.37, -2.27, -3.08)
C (4.77, -1.79, -2.92)
C (5.68, -3.17, -2.69)
C (5.89, -4.10, -4.05)
C (6.73, -5.50, -3.90)
C (7.31, -5.88, -2.41)
C (7.14, -4.95, -1.05)
C (6.28, -3.53, -1.20)
O (0.65, -3.48, -4.05)
C (0.70, -4.95, -4.05)
C (0.61, -5.78, -5.46)
S (1.68, -5.10, -6.85)
C (3.35, -6.00, -6.90)
C (4.40, -5.14, -7.83)
C (-0.29, -5.39, -2.81)
C (0.16, -6.63, -1.82)
C (-1.06, -6.88, -0.71)
F (0.35, -7.92, -2.55)
O (-0.10, -4.17, -1.98)
H (-0.51, 1.95, 0.75)
H (-0.05, 0.18, 1.18)
H (0.34, 0.89, -0.59)
H (-2.66, 1.22, -0.08)
H (-2.29, -0.45, 0.71)
H (-3.05, 0.02, -2.08)
H (-1.14, 0.12, -2.34)
H (-1.42, -2.30, -0.73)
H (-3.08, -2.33, -1.74)
H (-1.77, -3.09, -3.47)
H (0.67, -1.27, -1.10)
H (1.76, -2.82, -1.10)
H (2.84, -0.44, -1.93)
H (0.77, -0.09, -3.96)
H (2.09, -1.22, -4.91)
H (2.65, 0.42, -4.17)
H (5.15, -1.23, -3.89)
H (4.92, -1.09, -1.99)
H (5.41, -3.73, -5.07)
H (6.86, -6.19, -4.86)
H (7.89, -6.90, -2.30)
H (7.55, -5.24, 0.01)
H (6.06, -2.80, -0.31)
H (1.76, -5.17, -3.61)
H (1.02, -6.87, -5.23)
H (-0.50, -5.95, -5.85)
H (3.25, -7.09, -7.36)
H (3.85, -6.11, -5.83)
H (5.45, -4.99, -7.28)
H (4.64, -5.73, -8.84)
H (4.01, -4.06, -8.10)
H (-1.37, -5.69, -3.13)
H (1.16, -6.34, -1.24)
H (-1.22, -5.85, -0.16)
H (-0.80, -7.74, 0.06)
H (-2.09, -7.15, -1.23)
Cl (-0.91, 3.94, 2.45)
C (-1.80, 5.19, 1.54)
C (-3.30, 5.09, 1.75)
Cl (-3.99, 3.63, 1.00)
H (-1.54, 5.09, 0.48)
H (-1.44, 6.16, 1.90)
H (-3.80, 5.95, 1.29)
H (-3.56, 5.08, 2.82)
Cl (2.84, -6.70, 3.04)
C (2.67, -8.44, 2.71)
C (1.60, -8.73, 1.67)
Cl (-0.04, -8.38, 2.27)
H (2.45, -8.94, 3.66)
H (3.64, -8.79, 2.36)
H (1.62, -9.79, 1.40)
H (1.76, -8.15, 0.76)
Cl (-4.00, -6.65, 1.68)
C (-4.37, -4.95, 2.07)
C (-3.78, -3.99, 1.06)
Cl (-2.00, -3.93, 1.13)
H (-4.00, -4.75, 3.08)
H (-5.46, -4.86, 2.09)
H (-4.14, -2.97, 1.26)
H (-4.07, -4.25, 0.03)
Cl (-1.81, 5.98, 5.39)
C (-1.76, 7.60, 4.64)
C (-3.14, 8.23, 4.54)
Cl (-4.17, 7.38, 3.36)
H (-1.29, 7.50, 3.66)
H (-1.11, 8.22, 5.27)
H (-3.05, 9.26, 4.20)
H (-3.66, 8.23, 5.50)
Cl (1.40, 9.31, 2.74)
C (1.43, 10.87, 3.60)
C (0.68, 10.81, 4.92)
Cl (-1.07, 10.64, 4.69)
H (1.02, 11.63, 2.93)
H (2.48, 11.11, 3.77)
H (0.84, 11.74, 5.47)
H (1.03, 9.98, 5.54)
Cl (-3.48, 2.38, 4.64)
C (-4.40, 2.87, 6.08)
C (-5.77, 3.42, 5.73)
Cl (-5.68, 4.98, 4.89)
H (-3.80, 3.61, 6.63)
H (-4.50, 1.98, 6.71)
H (-6.36, 3.58, 6.64)
H (-6.33, 2.72, 5.09)
Cl (-5.72, -3.13, -2.32)
C (-5.67, -1.81, -3.52)
C (-6.04, -0.47, -2.92)
Cl (-7.76, -0.39, -2.46)
H (-6.34, -2.08, -4.35)
H (-4.65, -1.77, -3.91)
H (-5.87, 0.33, -3.65)
H (-5.44, -0.25, -2.03)
Cl (3.13, 13.23, 4.84)
C (3.17, 14.79, 5.70)
C (2.42, 14.73, 7.02)
Cl (0.66, 14.56, 6.79)
H (2.75, 15.55, 5.04)
H (4.22, 15.03, 5.88)
H (2.58, 15.66, 7.58)
H (2.76, 13.90, 7.65)

Computed properties:
Net charge: -1
Total energy: -261682.6776 eV

---

Entry 3:
C37H70NO12Rb | ωB97M-V/def2-TZVPD

Geometry (Å):
Rb (-0.44, 0.80, 0.00)
C (4.18, -2.31, 0.28)
C (3.43, -1.21, -0.55)
C (4.27, -0.85, -1.83)
C (4.16, -1.75, -3.06)
C (2.69, -2.07, -3.37)
C (1.87, -2.53, -2.11)
N (2.06, -1.60, -0.92)
O (1.21, -1.89, 0.23)
C (2.27, -4.04, -1.92)
C (0.40, -2.44, -2.60)
C (3.33, 0.10, 0.23)
H (5.14, -1.90, 0.60)
H (4.56, -3.17, -0.26)
H (3.76, -2.65, 1.23)
H (5.32, -0.81, -1.54)
H (4.07, 0.17, -2.17)
H (4.70, -2.69, -2.89)
H (4.60, -1.36, -3.98)
H (2.73, -2.86, -4.11)
H (2.27, -1.20, -3.89)
H (2.03, -4.62, -2.81)
H (1.65, -4.37, -1.08)
H (3.32, -4.26, -1.71)
H (0.25, -1.38, -2.80)
H (-0.30, -2.77, -1.84)
H (0.20, -3.05, -3.48)
H (2.67, 0.86, -0.19)
H (4.29, 0.57, 0.42)
H (2.91, -0.18, 1.20)
C (-4.68, 2.86, -0.72)
C (-4.04, 4.20, -0.80)
C (-2.63, 4.04, -0.33)
O (-2.50, 2.64, -0.12)
C (-3.78, 2.03, 0.14)
H (-4.63, 2.44, -1.73)
H (-5.69, 2.90, -0.30)
H (-4.57, 4.87, -0.12)
H (-4.12, 4.73, -1.75)
H (-2.41, 4.55, 0.61)
H (-1.94, 4.41, -1.08)
H (-4.02, 2.09, 1.20)
H (-3.81, 0.96, -0.01)
C (1.98, 4.03, -3.12)
C (2.33, 2.67, -3.71)
C (1.38, 1.71, -2.95)
O (0.58, 2.50, -2.10)
C (0.55, 3.82, -2.61)
H (2.10, 4.80, -3.88)
H (2.62, 4.26, -2.27)
H (3.38, 2.44, -3.54)
H (2.17, 2.72, -4.79)
H (1.93, 1.02, -2.30)
H (0.73, 1.17, -3.65)
H (0.20, 4.47, -1.80)
H (-0.22, 3.93, -3.37)
C (-2.55, -0.57, 4.01)
C (-1.82, -1.87, 3.97)
C (-1.10, -1.84, 2.58)
O (-1.76, -0.79, 1.88)
C (-2.97, -0.46, 2.60)
H (-1.92, 0.28, 4.27)
H (-3.46, -0.55, 4.62)
H (-2.58, -2.65, 4.01)
H (-1.11, -2.08, 4.77)
H (-1.26, -2.83, 2.17)
H (-0.05, -1.55, 2.65)
H (-3.83, -1.07, 2.33)
H (-3.21, 0.59, 2.41)
C (0.42, 4.54, 1.71)
C (-0.37, 4.09, 2.96)
C (-0.18, 2.64, 3.03)
O (0.84, 2.32, 2.08)
C (1.56, 3.49, 1.59)
H (0.83, 5.55, 1.79)
H (-0.27, 4.51, 0.87)
H (-1.45, 4.23, 2.85)
H (0.02, 4.53, 3.87)
H (-1.08, 2.09, 2.78)
H (0.26, 2.26, 3.96)
H (1.93, 3.43, 0.56)
H (2.42, 3.81, 2.18)
C (-4.66, -0.18, -2.69)
C (-3.86, 0.62, -3.72)
C (-2.43, 0.71, -3.10)
O (-2.49, -0.11, -1.89)
C (-3.61, -1.03, -2.01)
H (-5.48, -0.75, -3.12)
H (-5.19, 0.42, -1.94)
H (-4.23, 1.60, -4.00)
H (-3.73, 0.01, -4.62)
H (-2.24, 1.72, -2.76)
H (-1.69, 0.50, -3.87)
H (-3.88, -1.32, -0.99)
H (-3.30, -1.89, -2.61)
C (-1.03, -6.02, -1.44)
C (-1.33, -5.07, -0.20)
C (-2.18, -3.80, -0.36)
O (-3.33, -4.04, 0.40)
C (-3.11, -5.12, 1.17)
O (-3.91, -5.59, 1.96)
O (-1.95, -5.70, 0.86)
H (-0.74, -5.37, -2.26)
H (-1.98, -6.46, -1.74)
H (-0.27, -6.76, -1.19)
H (-0.32, -4.87, 0.17)
H (-2.44, -3.79, -1.42)
H (-1.55, -2.94, -0.12)
C (1.49, -0.17, 4.53)
C (2.86, 0.37, 5.10)
C (4.09, -0.12, 4.33)
O (4.72, 1.07, 4.08)
C (3.92, 2.19, 4.30)
O (4.28, 3.34, 4.01)
O (2.73, 1.76, 4.79)
H (1.44, 0.01, 3.45)
H (0.64, 0.30, 5.03)
H (1.44, -1.23, 4.76)
H (3.02, 0.23, 6.17)
H (3.78, -0.65, 3.44)
H (4.65, -0.79, 4.99)

Computed properties:
Net charge: 0
Total energy: -66215.3921 eV

---

Entry 4:
C37H71ClNO18 | ωB97M-V/def2-TZVPD

Geometry (Å):
C (-4.79, -1.08, -1.47)
C (-4.13, -2.03, -0.80)
C (-2.91, -1.69, 0.02)
C (-1.81, -2.73, -0.11)
O (-1.60, -3.07, -1.48)
C (-0.59, -2.40, -2.21)
C (-1.03, -1.02, -2.73)
C (0.76, -2.35, -1.46)
N (0.64, -2.99, -0.12)
C (0.65, -4.49, -0.12)
C (0.93, -5.11, -1.48)
O (2.01, -5.11, -1.97)
Cl (-0.42, -5.82, -2.30)
C (-0.51, -2.37, 0.67)
C (-0.63, -2.97, 2.08)
C (0.42, -2.57, 3.12)
C (1.89, -2.96, 2.84)
C (2.81, -1.75, 2.50)
C (4.00, -1.55, 3.47)
C (4.16, -0.11, 4.00)
C (5.41, 0.59, 3.46)
C (5.22, 1.19, 2.06)
C (6.35, 0.79, 1.09)
C (-0.25, -0.86, 0.79)
O (-1.07, -0.32, 1.78)
C (-1.24, 1.09, 1.62)
C (-1.85, 1.67, 2.88)
H (-4.79, -0.04, -1.13)
H (-5.34, -1.26, -2.38)
H (-4.51, -3.05, -0.80)
H (-2.55, -0.72, -0.33)
H (-3.15, -1.54, 1.08)
H (-2.20, -3.64, 0.35)
H (-0.42, -3.00, -3.10)
H (-0.49, -0.19, -2.27)
H (-2.11, -0.92, -2.63)
H (-0.82, -0.96, -3.79)
H (1.58, -2.78, -2.01)
H (1.04, -1.30, -1.33)
H (1.47, -2.70, 0.40)
H (-0.29, -4.89, 0.25)
H (1.43, -4.86, 0.54)
H (-0.72, -4.06, 2.08)
H (-1.59, -2.62, 2.44)
H (0.38, -1.51, 3.35)
H (0.13, -3.06, 4.05)
H (2.31, -3.44, 3.72)
H (1.99, -3.68, 2.02)
H (3.23, -1.87, 1.50)
H (2.25, -0.83, 2.49)
H (3.89, -2.21, 4.34)
H (4.93, -1.82, 2.98)
H (4.16, -0.10, 5.08)
H (3.31, 0.51, 3.69)
H (6.24, -0.12, 3.42)
H (5.72, 1.38, 4.15)
H (5.20, 2.27, 2.10)
H (4.27, 0.88, 1.62)
H (6.26, -0.26, 0.82)
H (7.31, 0.96, 1.57)
H (6.34, 1.40, 0.19)
H (0.82, -0.67, 0.97)
H (-0.48, -0.39, -0.17)
H (-0.30, 1.57, 1.35)
H (-1.93, 1.25, 0.78)
H (-2.34, 0.88, 3.44)
H (-2.58, 2.44, 2.64)
H (-1.09, 2.12, 3.52)
C (7.81, 1.15, 7.25)
O (7.19, 1.38, 8.51)
C (5.91, 1.02, 8.57)
O (5.27, 0.54, 7.66)
O (5.46, 1.28, 9.79)
C (4.08, 0.95, 10.00)
H (8.84, 1.48, 7.35)
H (7.80, 0.09, 6.99)
H (7.32, 1.73, 6.47)
H (3.92, -0.12, 9.86)
H (3.44, 1.52, 9.33)
H (3.86, 1.21, 11.03)
C (-5.92, 5.79, 0.20)
O (-5.33, 4.48, 0.28)
C (-5.92, 3.66, 1.15)
O (-6.86, 3.92, 1.84)
O (-5.27, 2.49, 1.11)
C (-5.80, 1.50, 2.00)
H (-5.35, 6.33, -0.54)
H (-6.96, 5.71, -0.13)
H (-5.87, 6.29, 1.16)
H (-6.83, 1.27, 1.76)
H (-5.72, 1.83, 3.04)
H (-5.18, 0.62, 1.86)
C (-6.80, 6.42, -6.17)
O (-5.91, 6.55, -5.06)
C (-5.52, 5.40, -4.53)
O (-5.84, 4.30, -4.89)
O (-4.70, 5.67, -3.51)
C (-4.20, 4.51, -2.84)
H (-7.04, 7.43, -6.49)
H (-6.33, 5.87, -6.98)
H (-7.72, 5.92, -5.86)
H (-3.62, 3.89, -3.52)
H (-5.02, 3.93, -2.41)
H (-3.56, 4.86, -2.04)
C (1.83, 4.78, -2.96)
O (2.67, 3.81, -3.61)
C (2.31, 2.55, -3.42)
O (1.38, 2.17, -2.76)
O (3.17, 1.77, -4.08)
C (2.91, 0.37, -3.96)
H (2.25, 5.75, -3.21)
H (0.81, 4.71, -3.33)
H (1.85, 4.64, -1.88)
H (1.93, 0.13, -4.37)
H (2.98, 0.05, -2.92)
H (3.68, -0.13, -4.55)
C (-2.08, -3.51, -8.45)
O (-1.26, -3.64, -7.28)
C (-0.86, -4.88, -7.02)
O (-1.14, -5.86, -7.66)
O (-0.11, -4.86, -5.92)
C (0.38, -6.14, -5.52)
H (-2.32, -2.46, -8.54)
H (-1.53, -3.84, -9.34)
H (-2.99, -4.09, -8.34)
H (1.02, -6.57, -6.29)
H (-0.44, -6.82, -5.29)
H (0.97, -5.97, -4.63)

Computed properties:
Net charge: +1
Relative energy (zero: lowest compared OMol25 entry of this formula, charge and spin): 0.0 kJ/mol
Total energy: -90379.8384 eV

---

Computed values of M (unit: u) for the preceding records, in sequence: 649.79 1204.08 806.43 853.42.